1.
A structure of composition C62H49BClFGeNO2P3Sn at a distorted geometry, computed with ωB97M-V with the def2-TZVPD basis set.

Summary:
- Gap between HOMO and LUMO: 7.8 eV
- E_HOMO: -0.2874 Ha
- Multiplicity: 1
- Energy relative to the best compared isomer or geometry (same formula, charge and spin): 30.4 kcal per mole

Atoms and positions in Å:
Sn: 0.93038 1.05061 0.65235
F: -2.66967 -2.41501 -4.30404
Ge: -2.16340 -1.58344 -2.77152
C: -2.77176 -3.09504 -1.61339
C: -3.23966 -4.21711 -2.30002
C: -3.83497 -5.27236 -1.63063
C: -3.99707 -5.21676 -0.25436
C: -3.50626 -4.12884 0.44206
C: -2.87454 -3.07490 -0.22228
P: -2.16860 -1.72096 0.79262
C: -1.23888 -2.69228 2.03501
C: -0.70440 -3.95281 1.77251
C: 0.09577 -4.58390 2.71300
C: 0.40174 -3.95332 3.90956
C: -0.11261 -2.69221 4.17284
C: -0.92556 -2.06495 3.24207
C: -3.72368 -1.26445 1.67134
C: -4.58415 -0.45155 0.93185
C: -5.82398 -0.09029 1.43120
C: -6.21306 -0.52120 2.69154
C: -5.36038 -1.32213 3.43635
C: -4.12502 -1.70241 2.92962
C: -0.28374 -1.49232 -3.44666
C: -0.23966 -1.21368 -4.81146
C: 0.88029 -1.51186 -5.56220
C: 1.94473 -2.16681 -4.96339
C: 1.90894 -2.45258 -3.61167
C: 0.83778 -2.05114 -2.80825
P: 0.88995 -2.32377 -0.97535
C: 2.53888 -1.58670 -0.43609
C: 3.11083 -2.27529 0.84405
C: 3.96868 -1.41305 1.36292
C: 4.41439 1.13628 1.06979
C: 4.58188 -0.61805 -0.86923
C: 3.73811 -1.47509 -1.41624
C: 1.34390 -4.10913 -1.02312
C: 2.64240 -4.61443 -0.99178
C: 2.86535 -5.98343 -1.03116
C: 1.79874 -6.86533 -1.11569
C: 0.50282 -6.37353 -1.16694
C: 0.27938 -5.00707 -1.11422
C: -3.58062 -0.17552 -2.97538
C: -4.72537 -0.60158 -3.64104
C: -5.82036 0.23916 -3.77621
C: -5.77642 1.52005 -3.24770
C: -4.62939 1.96488 -2.60797
C: -3.52240 1.12838 -2.48284
P: -2.01185 1.55729 -1.56273
C: -2.46655 3.08989 -0.67457
C: -2.54363 4.33730 -1.29131
C: -2.94770 5.44778 -0.56696
C: -3.27469 5.32437 0.77777
C: -3.16694 4.09308 1.40659
C: -2.76795 2.98048 0.68106
C: -0.90725 2.22236 -2.85739
C: 0.24588 2.87755 -2.41515
C: 1.19589 3.31296 -3.32296
C: 1.01617 3.08028 -4.68047
C: -0.12338 2.42858 -5.12317
C: -1.08401 1.99940 -4.21816
H: -3.12856 -4.26033 -3.37505
H: -4.18316 -6.13369 -2.18626
H: -4.49373 -6.01906 0.27631
H: -3.60126 -4.08459 1.51954
H: -0.92610 -4.45951 0.84415
H: 0.49866 -5.56763 2.50462
H: 1.04358 -4.43726 4.63463
H: 0.13004 -2.19124 5.10192
H: -1.31638 -1.07805 3.44552
H: -4.27638 -0.11367 -0.05266
H: -6.48288 0.52723 0.83410
H: -7.17814 -0.23384 3.08805
H: -5.66136 -1.65797 4.42081
H: -3.48247 -2.34206 3.52079
H: -1.12682 -0.83070 -5.29865
H: 0.88997 -1.30061 -6.62370
H: 2.80246 -2.46569 -5.55242
H: 2.70625 -3.03716 -3.17609
H: 2.84532 -3.26298 1.18459
H: 4.60393 -1.52056 2.22988
H: 3.78177 1.34776 1.94006
H: 5.53569 -0.27531 -1.24090
H: 3.85015 -2.01807 -2.33631
H: 3.49214 -3.94587 -0.93940
H: 3.87849 -6.36347 -0.99388
H: 1.97749 -7.93247 -1.13533
H: -0.33564 -7.05425 -1.24278
H: -0.73456 -4.62502 -1.16427
H: -4.75946 -1.60323 -4.04822
H: -6.70960 -0.11572 -4.28073
H: -6.63446 2.17503 -3.33042
H: -4.59606 2.96544 -2.19946
H: -2.28657 4.43618 -2.33888
H: -3.00788 6.41242 -1.05478
H: -3.61890 6.18883 1.33080
H: -3.39054 3.99743 2.46148
H: -2.68770 2.01402 1.16924
H: 0.38822 3.05705 -1.35435
H: 2.07826 3.83394 -2.97406
H: 1.76422 3.41006 -5.38977
H: -0.26717 2.25055 -6.18161
H: -1.97862 1.50215 -4.57247
Cl: 3.32253 5.71543 6.47749
C: 2.64290 4.55536 5.37599
C: 1.86151 3.50247 5.88386
C: 1.30855 2.58688 5.03498
C: 1.51968 2.63984 3.62440
O: 1.01578 1.72717 2.88021
C: 2.30066 3.73025 3.13233
C: 2.58815 3.90240 1.74595
O: 2.14936 3.27587 0.77977
C: 2.85202 4.66684 4.03441
H: 1.69766 3.43401 6.95110
H: 0.69025 1.78391 5.41572
H: 3.29957 4.72306 1.53418
H: 3.44214 5.48364 3.63636
B: 5.92390 1.37203 1.35587
C: 3.94308 -0.16445 0.45182
N: 2.52647 -0.17492 0.05382
H: 6.24308 2.15009 2.19129
H: 6.76199 0.84275 0.70636
H: 4.17488 1.93752 0.34578

Atomic partial charges in e from the Löwdin method, atoms 1 to 4: 1.3333, -0.3173, 0.9992, -0.2714



2.
A structure of composition C62H52F5N5O2P2RuS, computed with ωB97M-V with the def2-TZVPD basis set.

Summary:
- Gap between HOMO and LUMO (spin up / spin down): 5.4 / 5.4 eV
- Total charge: -1
- E_HOMO (spin up / spin down): -0.1244 / -0.1246 Ha
- Multiplicity: 2

Atoms and positions in Å:
Ru: -0.41086 -0.20087 0.41311
C: 0.45973 4.27696 5.89704
C: -0.51534 4.35773 4.70903
C: -1.39472 5.61288 4.85284
C: 0.27544 4.44893 3.41158
C: 1.08510 5.54345 3.12218
C: 1.78044 5.63500 1.92666
C: 1.66058 4.63346 0.97328
C: 0.86168 3.52625 1.21996
P: 0.52284 2.22097 -0.03286
C: 2.17788 2.17991 -0.81581
C: 2.42548 2.42157 -2.16147
C: 3.71521 2.31406 -2.66708
C: 4.76646 1.96524 -1.83578
C: 4.52985 1.73627 -0.48614
C: 3.24538 1.84396 0.01971
C: -0.55351 3.18716 -1.16555
C: -1.25608 4.30976 -0.72065
C: -2.18748 4.93383 -1.54256
C: -2.42013 4.45688 -2.82417
C: -1.72514 3.34263 -3.27400
C: -0.81247 2.70066 -2.45042
C: 0.21239 3.44974 2.44935
O: -0.51453 2.31539 2.62120
C: -1.33435 2.17217 3.68664
C: -2.08717 1.00166 3.67214
C: -2.97697 0.80207 4.71897
C: -3.08619 1.72731 5.74504
C: -2.29457 2.86464 5.73821
C: -1.40088 3.11762 4.70482
P: -1.77334 -0.30466 2.36557
C: -3.55655 -0.71047 2.09731
C: -4.37806 0.38243 1.79773
C: -5.71524 0.22250 1.47615
C: -6.27633 -1.04772 1.45745
C: -5.48352 -2.14062 1.76811
C: -4.13935 -1.97417 2.08274
C: -1.12820 -1.51077 3.59050
C: 0.25266 -1.46108 3.76316
C: 0.87422 -2.23313 4.73450
C: 0.12194 -3.08411 5.53010
C: -1.25714 -3.13463 5.37028
C: -1.88184 -2.33887 4.42006
H: 1.10758 5.15618 5.92238
H: 1.08904 3.38911 5.81692
H: -0.08727 4.22747 6.84194
H: -0.78199 6.51614 4.87197
H: -1.96904 5.58114 5.78051
H: -2.09321 5.68948 4.01766
H: 1.17768 6.34352 3.84870
H: 2.40847 6.49529 1.73157
H: 2.18610 4.71093 0.02900
H: 1.61838 2.66479 -2.83454
H: 3.88625 2.47689 -3.72435
H: 5.76755 1.86305 -2.23796
H: 5.34353 1.45897 0.17478
H: 3.06482 1.65871 1.07091
H: -1.08285 4.71107 0.27082
H: -2.72624 5.80088 -1.17657
H: -3.14687 4.94411 -3.46450
H: -1.90854 2.94429 -4.26614
H: -0.33052 1.78126 -2.79684
H: -3.59094 -0.08997 4.73851
H: -3.77962 1.55424 6.55906
H: -2.37467 3.56970 6.55783
H: -3.96415 1.38326 1.83927
H: -6.31831 1.09115 1.24077
H: -7.32191 -1.18136 1.20842
H: -5.90663 -3.13868 1.76585
H: -3.55471 -2.85327 2.30814
H: 0.83776 -0.81739 3.11992
H: 1.95037 -2.17400 4.85245
H: 0.60569 -3.70319 6.27581
H: -1.85302 -3.78882 5.99545
H: -2.96100 -2.36841 4.34041
F: 6.26277 -3.19968 1.80051
C: 5.12019 -2.51588 1.61372
C: 4.40529 -2.63989 0.43606
F: 4.85767 -3.46238 -0.51696
C: 3.23343 -1.93792 0.24082
F: 2.57959 -2.10332 -0.90401
C: 2.68712 -1.07593 1.22028
O: 1.62370 -0.37205 1.03741
C: 3.46088 -0.97409 2.39532
F: 3.04420 -0.14018 3.37465
C: 4.63752 -1.67018 2.59184
F: 5.31906 -1.52414 3.73833
C: 0.66204 -3.77484 1.10214
C: -0.33472 -3.41431 0.00374
C: -1.72245 -3.84319 0.52154
C: -0.46891 -1.92067 -0.26595
C: -0.05107 -4.15039 -1.30733
C: -0.92811 -4.00837 -2.38539
C: -0.70135 -4.65370 -3.58846
C: 0.41648 -5.46274 -3.74793
C: 1.29754 -5.61103 -2.69011
C: 1.06401 -4.96213 -1.48287
H: 0.44562 -3.19505 1.99281
H: 1.68853 -3.57443 0.81489
H: 0.57985 -4.83616 1.35850
H: -1.84087 -3.44689 1.52812
H: -1.78152 -4.93413 0.56189
H: -2.53742 -3.46928 -0.10179
H: -0.67356 -1.78275 -1.33668
H: -1.78380 -3.34786 -2.29121
H: -1.38339 -4.50425 -4.41739
H: 0.60727 -5.95292 -4.69509
H: 2.18601 -6.22147 -2.80305
H: 1.78218 -5.08246 -0.68212
S: 0.51597 -0.45275 -3.36384
C: 0.91221 -0.61791 -5.05065
C: 0.99541 0.48561 -5.92048
C: 1.30974 0.33692 -7.26347
C: 1.55898 -0.92111 -7.80152
C: 1.49084 -2.02657 -6.95759
C: 1.17818 -1.88061 -5.61536
H: 0.80562 1.47580 -5.51701
H: 1.36176 1.21723 -7.89773
H: 1.80594 -1.03714 -8.85064
H: 1.69080 -3.02025 -7.34971
H: 1.13755 -2.74758 -4.96559
N: -3.99672 -0.40888 -3.63452
N: -3.46905 0.04308 -2.43758
N: -3.88325 1.14277 -1.84827
C: -3.02464 1.21652 -0.85440
N: -2.13027 0.21550 -0.87834
N: -2.45187 -0.53759 -1.89320
H: -4.86434 -0.88958 -3.43501
H: -3.31509 -1.06752 -3.99993
H: -2.99871 2.02797 -0.14738

Atomic partial charges in e from the Löwdin method, atoms 1 to 4: 0.7567, -0.0166, -0.4283, -0.0265



3.
A cluster of 10 separate species, C62H61Cl8N3O6 in total at a distorted geometry, computed with ωB97M-V with the def2-TZVPD basis set.

Summary:
- Gap between HOMO and LUMO: 8.2 eV
- E_HOMO: -0.3461 Ha
- Multiplicity: 1

Atoms and positions in Å:
Cl: 2.59790 6.71412 -1.79889
C: 2.82433 5.67946 -0.33992
C: 2.31522 4.29858 -0.65161
Cl: 2.88455 3.17574 0.63663
H: 2.25700 6.17681 0.44522
H: 3.86922 5.73088 -0.05065
H: 2.72523 3.91209 -1.57748
H: 1.22896 4.27325 -0.66167
Cl: -4.44346 3.26789 -3.59896
C: -3.64407 2.82581 -5.12490
C: -2.99822 4.04193 -5.74668
Cl: -4.16865 5.19634 -6.41530
H: -4.33392 2.31594 -5.78922
H: -2.84324 2.14566 -4.83909
H: -2.28868 3.76119 -6.52191
H: -2.44024 4.55804 -4.96481
Cl: -3.68138 6.98432 -1.91449
C: -2.24433 6.90260 -0.80595
C: -1.03639 6.34744 -1.50471
Cl: -1.31575 4.66421 -1.99245
H: -2.58932 6.27447 0.00327
H: -2.12041 7.93643 -0.50025
H: -0.19433 6.43780 -0.82436
H: -0.88570 6.92785 -2.41120
Cl: 4.62331 2.97442 -3.18601
C: 3.94886 1.44049 -2.62261
C: 4.99807 0.35870 -2.49839
Cl: 6.09143 0.71673 -1.12459
H: 3.17516 1.11277 -3.31648
H: 3.47169 1.57147 -1.65235
H: 5.63825 0.34125 -3.38014
H: 4.59300 -0.64108 -2.36280
C: 0.86499 0.30803 -1.23596
C: -0.53088 0.90249 -1.25368
C: -1.51105 0.15918 -2.13714
C: -1.59220 -1.27535 -1.92672
N: -1.65542 -2.40302 -1.74315
H: 1.44623 0.75606 -0.43196
H: 1.29374 0.50556 -2.22065
H: 0.87752 -0.75972 -1.02474
H: -0.53557 1.95449 -1.54322
H: -0.91579 0.92843 -0.22685
H: -1.39740 0.38560 -3.19949
H: -2.52941 0.52762 -1.95972
C: -4.56230 -5.33215 -1.96137
C: -4.27550 -5.20395 -3.45505
C: -2.77055 -5.28454 -3.77870
C: -2.19125 -6.57933 -3.37767
N: -1.73916 -7.57856 -3.04375
H: -4.13462 -4.51296 -1.38723
H: -4.12403 -6.26964 -1.60556
H: -5.63645 -5.45287 -1.82178
H: -4.59637 -4.23862 -3.85516
H: -4.81756 -5.97920 -3.99900
H: -2.24911 -4.55595 -3.15066
H: -2.59449 -5.15508 -4.84351
C: -7.52702 -0.69402 -4.98168
C: -7.12293 -1.21855 -3.62672
C: -6.11047 -0.27867 -2.95515
C: -4.79513 -0.40279 -3.59174
N: -3.80021 -0.49911 -4.15375
H: -7.94165 0.31517 -4.93521
H: -8.15033 -1.33639 -5.59830
H: -6.61826 -0.53677 -5.58445
H: -6.65939 -2.20386 -3.66744
H: -7.97534 -1.29112 -2.94774
H: -6.00713 -0.47551 -1.88588
H: -6.36352 0.78519 -3.00569
C: -0.43258 9.12304 5.41069
C: -0.63728 9.28221 4.04002
C: -0.61359 8.16695 3.21210
C: -0.51494 6.88976 3.74787
C: -0.20947 6.74563 5.10711
C: -0.16840 7.85849 5.93392
C: 0.02818 5.40366 5.71676
O: 0.25407 5.26355 6.89367
C: -0.04219 4.22430 4.80515
C: 0.05734 2.94492 5.31883
C: 0.06183 1.84594 4.46772
C: -0.02184 2.01943 3.08860
C: -0.15812 3.29292 2.57598
C: -0.23811 4.38989 3.43282
C: -0.63173 5.70151 2.85601
O: -1.00272 5.80862 1.70933
H: -0.42881 10.00501 6.03791
H: -0.74797 10.29606 3.67880
H: -0.85903 8.32076 2.16732
H: 0.03601 7.78879 6.99331
H: 0.11737 2.73301 6.37797
H: 0.14682 0.84500 4.87120
H: 0.03807 1.17006 2.42168
H: -0.17136 3.47082 1.50822
C: 0.37330 -6.22099 -0.21998
C: 0.29752 -5.04130 -0.96318
C: 1.35653 -4.15641 -0.97164
C: 2.50154 -4.43372 -0.23123
C: 2.63280 -5.67297 0.39498
C: 1.54019 -6.52386 0.44742
C: 3.89250 -6.08212 1.06818
O: 4.02511 -7.20697 1.49706
C: 4.98300 -5.08534 1.12081
C: 6.17334 -5.45742 1.73227
C: 7.21108 -4.55191 1.84391
C: 7.08314 -3.28363 1.29533
C: 5.89979 -2.91684 0.65692
C: 4.84728 -3.80993 0.55868
C: 3.60985 -3.43645 -0.20933
O: 3.51682 -2.36261 -0.76449
H: -0.48858 -6.87014 -0.15078
H: -0.61387 -4.86474 -1.51593
H: 1.32061 -3.30240 -1.63675
H: 1.63599 -7.48462 0.93806
H: 6.22585 -6.42311 2.21722
H: 8.13187 -4.86856 2.31971
H: 7.91917 -2.59729 1.31306
H: 5.99004 -1.95263 0.17121
C: -1.85232 -5.25920 2.43048
C: -2.20948 -4.17567 1.62988
C: -1.34425 -3.10586 1.53405
C: -0.10268 -3.14150 2.13717
C: 0.26053 -4.23020 2.93305
C: -0.63571 -5.26966 3.08289
C: 1.63951 -4.36125 3.47199
O: 2.01257 -5.38100 4.00599
C: 2.53923 -3.18321 3.33205
C: 3.80135 -3.20225 3.90864
C: 4.61904 -2.08375 3.85200
C: 4.22938 -0.95541 3.13091
C: 2.99440 -0.95232 2.51018
C: 2.13255 -2.03384 2.64788
C: 0.79475 -1.96358 1.99128
O: 0.41020 -0.94268 1.45999
H: -2.53315 -6.08399 2.59769
H: -3.17451 -4.21674 1.14231
H: -1.62449 -2.25878 0.92191
H: -0.38068 -6.14478 3.66737
H: 4.21649 -4.10532 4.33906
H: 5.59122 -2.09789 4.32819
H: 4.90802 -0.11870 3.03323
H: 2.71554 -0.15039 1.83645

Atomic partial charges in e from the Löwdin method, atoms 1 to 4: 0.5553, -0.6311, -0.6372, 0.5822



Question: multiplicity of number 2 (C62H52F5N5O2P2RuS)?
Answer: 2



Question: Which of these has the highest multiplicity?
Answer: C62H52F5N5O2P2RuS